1.
ORCA calculation (the ωB97M-V functional and the def2-TZVPD basis) on one molecule with the formula C5H8O2S2.

Geometry (Å):
C  -2.05165  -2.38945  -0.75629
O  -0.92631  -1.50760  -0.71215
C  -1.16762  -0.25265  -0.42203
O  -2.21775  0.28533  -0.23915
C  0.28309  0.56500  -0.30663
C  0.21302  1.98275  -0.62954
S  1.38282  2.74118  -1.45343
S  0.60079  0.36153  1.50548
C  2.35720  0.81597  1.57757
H  -1.92258  -3.13658  0.02401
H  -2.06890  -2.86574  -1.73608
H  -2.97235  -1.82630  -0.59295
H  1.04560  0.01168  -0.85285
H  -0.63237  2.53362  -0.22424
H  2.72348  0.44652  2.52811
H  2.46132  1.89397  1.52863
H  2.89221  0.34077  0.76152

Atoms 1-2, force components in eV/Å:
-0.457 -0.133 -0.026
0.197 -0.473 -0.130

Total energy = -1142.1404 a.u.
Multiplicity = 1
Structure (SMILES) = COC(=O)[C@@H](C=S)SC
Net charge = 0
F_max = 3.27 eV/Å
Relative energy (zero: lowest compared OMol25 entry of this formula, charge and spin) = 0.00 kcal per mole
Gap between HOMO and LUMO = 0.3085 hartree

***

2.
ORCA calculation (the ωB97M-V functional and the def2-TZVPD basis) on a 2-piece molecular cluster, C7H9N overall.

Geometry (Å):
C  1.67326  0.24127  1.21130
C  1.76933  1.40321  0.35154
C  1.40567  1.02179  -1.06847
N  1.53959  -0.24721  -1.56770
C  1.76478  -1.30225  -0.70912
C  1.78589  -0.98356  0.66918
H  1.75673  0.39705  2.35858
H  1.67710  2.39359  0.71225
H  1.56046  1.76156  -1.88655
H  1.84353  -2.39148  -1.20172
H  1.69860  -1.78444  1.44446
C  -3.04433  -0.69866  0.05437
C  -3.31953  0.65015  -0.26894
H  -3.18920  -1.69161  -0.45709
H  -2.77406  -1.00805  1.15932
H  -3.02014  0.85866  -1.28861
H  -3.12768  1.38000  0.48722

Atoms 1-2, force components in eV/Å:
1.599 4.547 0.964
-3.065 -4.339 -2.555

Total energy = -326.7463 a.u.
Multiplicity = 1
Structure (SMILES) = c1ccncc1.C=C
Net charge = 0
F_max = 5.89 eV/Å
Relative energy (zero: lowest compared OMol25 entry of this formula, charge and spin) = 90.77 kcal per mole
Gap between HOMO and LUMO = 0.3690 hartree

***

3.
ORCA calculation (the ωB97M-V functional and the def2-TZVPD basis) on one molecule with the formula C3H4O.

Geometry (Å):
C  1.78747  -0.28120  -0.13427
C  0.58970  -0.34073  0.16211
C  -0.80769  -0.26011  0.05057
O  -1.41025  0.99129  -0.12236
H  2.51288  0.10955  0.54785
H  -1.51344  -0.88593  0.58471
H  -0.41992  -1.00468  -0.81037
H  -0.73875  1.67181  -0.27824

Atoms 1-2, force components in eV/Å:
-0.453 0.207 0.907
0.982 0.740 1.106

Total energy = -191.7949 a.u.
Multiplicity = 1
Structure (SMILES) = C#CCO
Net charge = 0
F_max = 2.59 eV/Å
Relative energy (zero: lowest compared OMol25 entry of this formula, charge and spin) = 72.22 kcal per mole
Gap between HOMO and LUMO = 0.3694 hartree

***

4.
ORCA calculation (the ωB97M-V functional and the def2-TZVPD basis) on a 14-piece molecular cluster, C33H84Br2F15N7O22S5 overall.

Geometry (Å):
C  5.83095  -26.18854  0.89824
C  5.95775  -25.32028  -0.35294
C  5.64964  -23.86965  -0.11032
O  6.66463  -23.44098  0.77230
C  6.55934  -22.11037  1.29832
N  7.42011  -25.43244  -0.77337
H  7.99400  -25.02152  -0.01572
H  7.75322  -26.39842  -0.81911
H  7.66370  -24.90212  -1.61343
H  6.50774  -25.80236  1.65959
H  6.01687  -27.24127  0.68841
H  4.82194  -26.12271  1.30084
H  5.43463  -25.73801  -1.21191
H  4.75901  -23.78627  0.52695
H  5.57739  -23.26470  -1.01915
H  6.28091  -21.36508  0.54896
H  7.57987  -21.88627  1.60092
H  5.91162  -22.12542  2.17875
C  11.93877  -12.70868  2.70241
C  13.24770  -13.09420  2.02918
C  14.31592  -13.66948  2.95710
O  15.09797  -14.58430  2.22982
C  16.08481  -15.21898  2.98833
N  12.91493  -14.06633  0.94194
H  13.77106  -14.21267  0.40024
H  12.67850  -15.03317  1.25506
H  12.12589  -13.79740  0.34490
H  11.31593  -13.56908  2.93441
H  11.33242  -12.00141  2.13310
H  12.20248  -12.12270  3.58612
H  13.76002  -12.28148  1.50993
H  13.77371  -14.23919  3.72238
H  14.93846  -12.86831  3.35481
H  16.73927  -15.83928  2.37423
H  15.58392  -15.84482  3.73662
H  16.83083  -14.58546  3.49244
C  6.32814  -17.80948  -1.07164
C  7.20277  -16.72771  -0.47674
C  6.81081  -16.26556  0.90830
O  7.67829  -15.20102  1.20217
C  7.56534  -14.65296  2.51724
N  8.62282  -17.17987  -0.45326
H  8.68785  -17.97230  0.22056
H  8.95501  -17.56413  -1.35667
H  9.20513  -16.41900  -0.09002
H  6.52733  -18.79452  -0.64916
H  6.52760  -17.84547  -2.14845
H  5.27615  -17.54242  -1.06202
H  7.28191  -15.91459  -1.19980
H  6.81369  -17.10779  1.61053
H  5.79676  -15.84482  0.89785
H  6.95909  -15.25485  3.19543
H  7.10456  -13.66445  2.45799
H  8.55866  -14.53518  2.94730
C  7.91847  -15.71647  -6.86889
C  7.13454  -15.36429  -5.60995
C  7.83366  -14.60295  -4.51016
O  8.01749  -13.29076  -4.97324
C  8.78537  -12.44798  -4.13873
N  5.97271  -14.44699  -6.02109
H  5.26875  -14.88927  -6.62058
H  5.39752  -14.16533  -5.21241
H  6.31278  -13.64428  -6.55652
H  7.29367  -16.31697  -7.52843
H  8.80768  -16.26343  -6.56215
H  8.20937  -14.77602  -7.34335
H  6.56224  -16.24420  -5.31955
H  8.77858  -15.05620  -4.19352
H  7.23653  -14.66249  -3.59075
H  8.15390  -12.02250  -3.34564
H  8.98253  -11.51887  -4.68002
H  9.68477  -12.91782  -3.76183
C  5.91764  -20.63586  -4.37035
C  5.81684  -19.50712  -5.37878
C  6.39009  -19.89790  -6.70255
O  6.48686  -18.72468  -7.52575
C  6.82515  -19.05364  -8.86519
N  4.43704  -18.98184  -5.54219
H  3.79037  -19.76469  -5.65598
H  4.09217  -18.39071  -4.75610
H  4.43260  -18.35160  -6.35146
H  5.74470  -20.20774  -3.38234
H  6.86947  -21.15849  -4.34516
H  5.15680  -21.41798  -4.51000
H  6.45503  -18.70121  -4.99419
H  5.77089  -20.61911  -7.26058
H  7.42497  -20.23059  -6.60048
H  6.96608  -18.10417  -9.38377
H  5.92555  -19.46918  -9.33786
H  7.71993  -19.66436  -8.97860
C  5.27324  -19.23666  6.55763
C  4.16790  -19.11104  5.53965
C  4.13692  -17.75231  4.88581
O  3.15233  -17.79667  3.85031
C  3.10398  -16.62559  3.03922
N  4.26853  -20.16905  4.41497
H  5.01169  -19.81633  3.79549
H  4.62069  -21.04446  4.81247
H  3.37262  -20.37651  3.98789
H  5.15550  -18.50873  7.35888
H  6.29993  -19.19028  6.20128
H  5.12128  -20.20870  7.04364
H  3.20404  -19.44855  5.92527
H  5.12478  -17.38282  4.60201
H  3.66783  -17.09933  5.63428
H  2.34962  -15.93047  3.42794
H  2.82518  -16.99475  2.05716
H  4.00530  -16.00713  3.04760
C  6.21782  -13.11865  -0.82472
C  6.68627  -11.68471  -0.67471
C  5.75116  -10.82938  0.14008
O  6.26868  -9.52241  0.28630
C  5.42180  -8.69648  1.05775
N  8.06763  -11.59978  -0.07243
H  8.68598  -12.42792  -0.15277
H  8.43840  -10.76471  -0.51907
H  8.01858  -11.34887  0.93803
H  5.42910  -13.29110  -1.54798
H  5.98328  -13.54244  0.15212
H  7.09377  -13.69037  -1.14640
H  6.84457  -11.26165  -1.66616
H  5.63795  -11.22211  1.15909
H  4.78598  -10.79391  -0.37855
H  5.78300  -7.67639  0.90330
H  5.54138  -8.90137  2.12872
H  4.36729  -8.70508  0.75702
C  8.50690  -11.27944  5.16036
F  9.57205  -10.48181  5.01376
F  8.92576  -12.54089  5.10569
F  7.90185  -11.08555  6.31743
S  7.25264  -10.84323  3.81839
O  8.06932  -10.87896  2.59482
O  6.24509  -11.88350  3.85222
O  6.80569  -9.51277  4.16034
C  7.01552  -15.43958  6.83923
F  5.74618  -15.04263  6.84351
F  7.04777  -16.78224  6.70271
F  7.64748  -14.93637  5.78529
S  7.91213  -15.02865  8.45862
O  7.79747  -13.58567  8.52593
O  7.13796  -15.78987  9.42317
O  9.23917  -15.57499  8.23821
C  2.28994  -15.29230  -2.31812
F  2.28899  -14.01865  -2.02472
F  2.82203  -15.98109  -1.34375
F  1.07786  -15.73196  -2.52098
S  3.28123  -15.53749  -3.90241
O  3.37703  -16.99533  -4.00665
O  2.53205  -14.94508  -4.99205
O  4.60162  -14.95743  -3.66480
C  13.02139  -19.04818  1.50560
F  14.02861  -18.63770  2.28185
F  13.54189  -19.84382  0.55443
F  12.14642  -19.74819  2.21133
S  12.16627  -17.60015  0.65022
O  13.10647  -17.12218  -0.35235
O  10.92709  -18.18573  0.19808
O  11.99408  -16.58461  1.70940
C  9.16823  -18.27416  3.84541
F  9.07386  -18.59153  5.16327
F  8.45538  -17.14767  3.67688
F  10.44001  -18.11922  3.52786
S  8.38258  -19.70814  2.89433
O  8.50126  -19.31453  1.49172
O  9.04016  -20.92966  3.32246
O  6.98019  -19.67772  3.33783
Br  10.19718  -14.13954  -1.15949
Br  9.11393  -18.16672  -3.73636

Atoms 1-2, force components in eV/Å:
-0.252 0.270 -0.186
0.315 -1.117 -0.306

Total energy = -11983.2109 a.u.
Multiplicity = 1
Net charge = 0
F_max = 2.39 eV/Å
Gap between HOMO and LUMO = 0.1679 hartree

***

5.
ORCA calculation (the ωB97M-V functional and the def2-TZVPD basis) on a 2-piece molecular cluster, C4H9IN overall.

Geometry (Å):
C  -0.76273  0.20584  -0.44023
C  0.13709  0.12125  0.45030
C  -3.86856  -0.36685  -0.64733
C  2.79564  -0.28159  0.82202
N  1.73261  0.49521  0.16641
I  -4.64325  -0.70194  -2.46568
H  -0.71370  0.40340  -1.56760
H  -2.83511  -0.54258  -0.28420
H  0.24315  0.05638  1.54201
H  -4.72827  0.09975  -0.04770
H  2.30604  -1.20836  0.95298
H  3.69631  -0.16029  0.25895
H  2.94178  0.12092  1.89267
H  1.83744  0.20833  -0.84575
H  1.86156  1.55053  0.21315

Atoms 1-2, force components in eV/Å:
-0.541 0.347 -3.068
3.049 0.850 2.658

Total energy = -509.7595 a.u.
Multiplicity = 1
Net charge = +1
F_max = 4.13 eV/Å
Relative energy (zero: lowest compared OMol25 entry of this formula, charge and spin) = 153.10 kcal per mole
Gap between HOMO and LUMO (spin up / spin down) = 0.1706 / 0.3281 hartree

***

6.
ORCA calculation (the ωB97M-V functional and the def2-TZVPD basis) on one molecule with the formula C6H6O.

Geometry (Å):
C  0.14441  0.17808  -1.05240
C  0.42954  1.17372  0.07830
C  -0.25458  0.46428  1.28890
C  -0.18439  -0.85149  1.03273
C  0.55132  -1.01549  -0.22330
C  1.90964  0.68061  0.30747
O  2.02500  -0.51063  0.14052
H  -0.84571  0.03567  -1.47542
H  0.93820  0.33666  -1.92282
H  0.11720  2.21346  -0.11842
H  -0.53173  0.84267  2.32213
H  -0.29849  -1.71982  1.64831
H  0.82384  -2.06342  -0.52349

Atoms 1-2, force components in eV/Å:
2.225 -0.771 -2.250
-1.757 -0.964 1.189

Total energy = -307.3061 a.u.
Multiplicity = 1
Net charge = 0
F_max = 5.81 eV/Å
Relative energy (zero: lowest compared OMol25 entry of this formula, charge and spin) = 98.75 kcal per mole
Gap between HOMO and LUMO = 0.3168 hartree